{
  "formula": "H4OS2",
  "method": "the ωB97M-V functional and the def2-TZVPD basis",
  "species": ["S", "S", "H", "H", "O", "H", "H"],
  "positions_angstrom": [[-0.17, 1.03, -2.03], [0.00, 1.25, 0.02], [1.11, 0.74, -2.35], [-0.65, 0.10, 0.33], [-0.24, -1.37, 1.17], [0.70, -1.12, 1.31], [-0.76, -0.63, 1.56]],
  "de_lowest_kcal_mol": 17.1,
  "lumo_ev": 0.2,
  "smiles": "SS.O",
  "spin_multiplicity": 1
}

{
  "formula": "C6H10ClN",
  "method": "the ωB97M-V functional and the def2-TZVPD basis",
  "species": ["C", "C", "C", "C", "C", "C", "N", "Cl", "H", "H", "H", "H", "H", "H", "H", "H", "H", "H"],
  "positions_angstrom": [[-0.13, -0.92, 0.94], [-1.29, -0.02, 0.50], [-0.76, 2.35, 0.11], [0.65, -1.61, -0.26], [-0.88, 1.13, -0.34], [2.22, 0.21, -0.99], [1.34, -0.73, -1.16], [2.97, 0.14, 0.55], [0.47, -0.31, 1.55], [-0.50, -1.72, 1.66], [-2.08, -0.72, -0.13], [-1.95, 0.43, 1.25], [-0.84, 2.77, 1.12], [-0.56, 3.14, -0.64], [1.36, -2.36, 0.23], [-0.17, -1.96, -0.90], [-0.77, 0.85, -1.39], [0.93, -0.67, -2.13]],
  "de_lowest_kcal_mol": 70.5,
  "lumo_ev": 0.7,
  "spin_multiplicity": 1
}

{
  "formula": "C9H12N2O4",
  "method": "the ωB97M-V functional and the def2-TZVPD basis",
  "species": ["C", "C", "N", "O", "O", "C", "O", "O", "N", "C", "C", "C", "C", "C", "C", "H", "H", "H", "H", "H", "H", "H", "H", "H", "H", "H", "H"],
  "positions_angstrom": [[-1.71, 1.55, 1.29], [-2.46, 0.32, 0.81], [-3.36, 0.63, -0.34], [-4.19, -0.19, -0.73], [-3.27, 1.72, -0.84], [-1.33, -0.65, -0.14], [-1.78, -1.97, -0.17], [-1.24, -0.13, -1.36], [-0.04, -0.73, 0.61], [1.26, -0.41, 0.20], [1.49, 0.65, -0.70], [2.75, 0.94, -1.16], [3.83, -0.02, -0.84], [3.63, -0.97, 0.12], [2.34, -1.19, 0.67], [-0.95, 1.35, 2.14], [-1.39, 2.12, 0.49], [-2.42, 2.17, 1.83], [-3.02, -0.36, 1.51], [-2.60, -2.03, -0.56], [-0.97, -0.77, -2.07], [0.03, -1.65, 1.14], [0.71, 1.27, -1.05], [2.92, 1.86, -1.65], [4.87, 0.14, -1.04], [4.56, -1.58, 0.46], [2.33, -2.07, 1.37]],
  "de_lowest_kcal_mol": 138.1,
  "lumo_ev": 0.3,
  "smiles": "C[C@@H]([N+](=O)[O-])C(O)(O)Nc1ccccc1",
  "spin_multiplicity": 1
}

{
  "formula": "C3H4O",
  "method": "the ωB97M-V functional and the def2-TZVPD basis",
  "species": ["C", "C", "C", "O", "H", "H", "H", "H"],
  "positions_angstrom": [[-1.10, -0.26, 0.14], [0.41, -0.08, -0.10], [1.50, 0.43, -0.44], [1.63, -0.09, 0.86], [-1.37, -0.08, 1.22], [-1.55, -1.18, -0.05], [-1.73, 0.38, -0.51], [2.20, 0.87, -1.13]],
  "de_lowest_kcal_mol": 75.2,
  "lumo_ev": 1.0,
  "smiles": "CC1=CO1",
  "spin_multiplicity": 1
}

{
  "formula": "C2H3OPt",
  "method": "the ωB97M-V functional and the def2-TZVPD basis",
  "species": ["O", "C", "Pt", "H", "C", "H", "H"],
  "positions_angstrom": [[0.25, -1.14, 0.10], [0.71, -0.01, -0.60], [-0.39, -1.17, -1.79], [0.53, -1.25, 1.02], [-0.28, 0.87, 0.17], [-0.20, 1.93, -0.09], [-0.63, 0.77, 1.20]],
  "total_charge": 1,
  "s_squared": 2.061,
  "de_lowest_kcal_mol": 84.3,
  "lumo_ev": [-6.6, -7.7],
  "spin_multiplicity": 3
}

{
  "formula": "C8H11N2O2PS",
  "method": "the ωB97M-V functional and the def2-TZVPD basis",
  "species": ["C", "C", "C", "C", "C", "C", "C", "C", "N", "N", "O", "O", "P", "S", "H", "H", "H", "H", "H", "H", "H", "H", "H", "H", "H"],
  "positions_angstrom": [[1.20, -2.84, -0.99], [1.55, -1.61, -1.65], [1.17, -2.88, 0.42], [1.65, -0.42, -0.93], [1.36, -1.74, 1.13], [1.51, -0.57, 0.44], [-2.06, 3.22, -0.57], [-1.85, 0.16, -0.59], [-1.18, 2.40, -0.08], [-1.02, 1.11, 0.00], [0.53, 2.61, 2.44], [1.53, 0.63, 1.13], [0.46, 1.18, 2.17], [-0.48, -0.06, 3.33], [1.02, -3.80, -1.56], [1.51, -1.58, -2.79], [0.92, -3.90, 0.89], [2.02, 0.55, -1.35], [1.46, -1.75, 2.24], [-1.94, 4.25, -0.53], [-2.94, 2.77, -1.19], [-1.66, -0.80, 0.00], [-2.87, 0.34, -0.67], [-1.45, -0.20, -1.57], [-0.46, 2.92, 0.30]],
  "s_squared": 2.007,
  "lumo_ev": [0.4, -1.3],
  "spin_multiplicity": 3
}

no.,largest force on an atom (Eh/bohr)
1,0.0296
2,0.0678
3,0.0786
4,0.0640
5,0.1219
6,0.1684